Record 1
DFT (ωB97M-V with the def2-TZVPD basis set) results for a 2-piece molecular cluster, C4H12OS overall in a non-equilibrium geometry.

Last column: Mulliken charge in e.
Atoms and positions in Å:
S1 -1.82066 0.95141 -5.53675  -0.21
O1 4.92457 -0.01916 5.20332  -0.55
C1 -4.30006 1.06255 -4.13025  -0.87
C2 3.15608 -1.62065 4.45656  -0.86
C3 -3.58253 0.56368 -5.38546  -0.51
C4 3.51575 -0.32808 5.21135  -0.27
H1 -5.17028 0.44977 -3.91676  0.30
H2 2.77461 -2.30509 5.19099  0.22
H3 -4.09524 0.94540 -6.27231  0.31
H4 -3.55671 1.34841 -3.37910  0.29
H5 5.15226 0.27769 4.30787  0.30
H6 2.45037 -1.44084 3.66279  0.30
H7 -3.63628 -0.49554 -5.49699  0.32
H8 3.09098 0.48203 4.66821  0.23
H9 -4.63618 2.08105 -4.32723  0.25
H10 3.15489 -0.29517 6.23167  0.33
H11 -1.42806 0.36856 -4.39929  0.10
H12 4.00649 -2.02602 3.91137  0.31

Force components x, y, z for each atom (eV/Å):
0.0165 0.5063 -0.1512
0.0184 -0.3259 0.1166
0.8419 1.5183 -0.8664
0.5008 0.5108 0.3656
-0.2947 0.0402 -0.1615
0.9783 0.1608 -1.3193
0.2754 -0.0785 0.6808
-0.1934 -0.7967 -0.1339
0.3560 0.1539 -0.0429
-0.3683 -1.2055 0.6311
-0.1227 -0.1910 0.4734
-0.7063 0.1305 0.0219
-0.2208 -0.8592 0.1894
-0.9686 0.8280 -0.1520
-0.5462 0.0133 -0.3403
0.1756 -0.1694 0.1566
-0.0600 -0.0889 0.0610
0.3180 -0.1469 0.4711

As for the energy above the lowest of the compared OMol25 structures with the same formula, charge and spin: 29.6 kcal/mol. Its spin multiplicity is 1. As for the structure (SMILES): CCO.CCS. The calculation puts the HOMO energy at -9.07 eV.

Record 2
DFT (ωB97M-V with the def2-TZVPD basis set) results for a 2-piece molecular cluster, C4H12OS overall in a non-equilibrium geometry.

Last column: Mulliken charge in e.
Atoms and positions in Å:
S1 1.59873 0.51963 -1.37962  -0.14
O1 -0.97512 -2.42075 3.75057  -0.65
C1 0.20845 1.46991 -2.08231  -0.33
C2 -0.94159 0.55185 -2.41639  -1.08
C3 0.91401 -0.51367 -0.04054  -0.51
C4 0.56256 0.27591 1.24069  -0.88
H1 -1.75675 1.01206 -2.99977  0.34
H2 1.28683 1.10754 1.26131  0.33
H3 1.83203 -1.06565 0.23874  0.28
H4 -0.56964 -0.32919 -2.96596  0.30
H5 0.57689 1.81768 -3.06657  0.29
H6 0.59574 -0.24372 2.21305  0.25
H7 -0.62962 -2.75739 4.60821  0.32
H8 0.17340 -1.25304 -0.40149  0.36
H9 -1.03209 -1.44589 3.87160  0.32
H10 -0.44854 0.69339 1.09921  0.23
H11 -1.34834 0.21627 -1.44760  0.23
H12 -0.04702 2.36500 -1.48315  0.33

Force components x, y, z for each atom (eV/Å):
-0.1372 0.1027 -0.0007
0.3176 0.6678 0.9853
0.3372 0.2862 -0.9173
-0.6685 -0.4699 0.7285
0.9490 -0.4468 0.7784
-0.5582 0.7368 -0.8032
0.3924 0.0255 0.2772
-0.4085 -0.2057 0.2806
-0.4116 -0.1358 -0.4479
-0.1790 0.3465 0.2209
0.3059 0.1408 0.6475
0.0440 -0.2443 -0.6804
-0.3738 0.3972 -0.9076
0.2801 0.5621 0.2981
0.0549 -1.0520 -0.0841
0.3262 0.0989 0.3494
-0.2596 -0.1900 -0.5295
-0.0109 -0.6201 -0.1951

As for the energy above the lowest of the compared OMol25 structures with the same formula, charge and spin: 13.3 kcal/mol. Its spin multiplicity is 1. As for the structure (SMILES): CCSCC.O. The calculation puts the HOMO energy at -8.52 eV.

Record 3
DFT (ωB97M-V with the def2-TZVPD basis set) results for a 2-piece molecular cluster, C4H12OS2 overall.

Last column: Mulliken charge in e.
Atoms and positions in Å:
S1 0.46205 -0.19625 -0.24836  -0.10
S2 -1.53684 -0.25037 0.16752  -0.12
O1 4.59996 -1.49365 4.78888  -0.64
C1 -2.03365 2.33863 -0.87333  -0.76
C2 0.61398 -0.11814 -2.04200  -0.43
C3 -1.93061 1.51631 0.41664  -0.49
C4 -0.14300 -1.18951 -2.81604  -0.98
H1 -0.34773 -0.85741 -3.83414  0.30
H2 0.41783 -2.13071 -2.87366  0.31
H3 -1.65325 3.33587 -0.70544  0.27
H4 4.11953 -1.21189 4.00502  0.32
H5 -1.11244 -1.37992 -2.37325  0.30
H6 -1.46398 1.87711 -1.67100  0.14
H7 -1.14361 1.88594 1.06312  0.33
H8 -2.88717 1.55625 0.93467  0.34
H9 4.29926 -2.38957 4.96406  0.32
H10 0.33681 0.87047 -2.40723  0.26
H11 1.68500 -0.21858 -2.23704  0.34
H12 -3.06103 2.34580 -1.20115  0.29

Force components x, y, z for each atom (eV/Å):
0.0660 -0.1303 0.3795
-0.1144 0.1113 -0.0452
0.0459 0.0420 0.0234
0.1904 -0.6760 0.2867
-0.0947 0.0654 -0.7479
0.1941 -0.0610 -0.4313
0.1352 -0.2023 -0.1593
0.1725 0.0312 -0.0717
-0.1682 0.1980 0.1370
-0.1227 0.3655 -0.0821
-0.0217 -0.0324 0.0006
-0.1837 -0.0934 0.1896
0.2310 0.0405 -0.0894
-0.0233 0.1530 0.1887
0.0751 -0.1681 0.2732
-0.0294 -0.0082 -0.0283
-0.0370 0.0334 0.1536
0.0185 0.0429 0.2039
-0.3336 0.2886 -0.1810

As for the energy above the lowest of the compared OMol25 structures with the same formula, charge and spin: 4.0 kcal/mol. Its spin multiplicity is 1. As for the structure (SMILES): CCSSCC.O. The calculation puts the HOMO energy at -8.95 eV.

Record 4
DFT (ωB97M-V with the def2-TZVPD basis set) results for a 2-piece molecular cluster, C4H12S overall in a non-equilibrium geometry.

Last column: Mulliken charge in e.
Atoms and positions in Å:
S1 1.85145 0.81864 -0.10701  -0.02
C1 -2.08024 -0.07102 -0.51837  -0.73
C2 3.67626 0.66851 -0.10068  -0.91
C3 1.27262 -0.10172 1.48696  -0.81
C4 -3.47607 -0.51838 -1.03721  -0.97
H1 -3.53269 0.03474 -1.95430  0.28
H2 4.20515 0.65504 0.75175  0.37
H3 -1.62070 -0.90471 -0.09512  0.27
H4 -1.41198 0.27142 -1.25308  0.34
H5 -3.60512 -1.53595 -1.14781  0.31
H6 -2.35261 0.80460 0.17098  0.25
H7 4.12077 -0.36933 -0.40924  0.28
H8 4.08346 1.51601 -0.73248  0.26
H9 1.84726 0.18097 2.31818  0.37
H10 0.12116 0.11566 1.53284  0.19
H11 -4.28639 -0.38047 -0.24230  0.25
H12 1.18767 -1.18400 1.33688  0.28

Force components x, y, z for each atom (eV/Å):
0.2346 -0.9182 1.6825
-2.8717 1.3482 1.3229
-0.1841 -1.5083 -3.8524
-2.8511 0.0019 -2.9753
0.1869 1.8795 1.7005
-1.3739 0.0538 -0.4627
0.9958 1.0547 3.9647
0.9462 -1.0039 1.5542
0.5572 0.5743 -1.2646
0.4266 -2.3294 -1.0194
1.2026 -1.3672 -0.5466
-1.3223 1.6517 -0.6717
-0.5321 -1.2284 0.5163
0.4613 0.4381 1.1063
2.2836 0.3859 0.2827
0.9468 0.8404 -1.2804
0.8936 0.1271 -0.0571

As for the energy above the lowest of the compared OMol25 structures with the same formula, charge and spin: 40.1 kcal/mol. Its spin multiplicity is 1. As for the structure (SMILES): CSC.CC. The calculation puts the HOMO energy at -8.57 eV.

Record 5
DFT (ωB97M-V with the def2-TZVPD basis set) results for a 2-piece molecular cluster, C4H12S overall in a non-equilibrium geometry.

Last column: Mulliken charge in e.
Atoms and positions in Å:
S1 0.11340 2.05735 -0.81325  -0.10
C1 0.29083 0.32574 -1.39430  -0.51
C2 0.48018 -2.54363 1.83853  -0.89
C3 0.21770 -3.25069 0.51900  -0.83
C4 -1.14551 1.85960 0.46455  -0.77
H1 -0.07265 -0.30964 -0.59577  -0.06
H2 0.80644 -2.83774 -0.31667  0.25
H3 1.27254 -1.79207 1.84766  0.29
H4 -0.75937 -2.98356 0.12904  0.28
H5 -0.91920 1.05687 1.15919  0.23
H6 0.88466 -3.25807 2.56268  0.34
H7 -1.17485 2.80462 1.01289  0.29
H8 0.34206 -4.33394 0.45585  0.31
H9 -0.42626 -2.19076 2.31415  0.26
H10 -2.12288 1.66457 0.02441  0.29
H11 -0.11773 0.21300 -2.39608  0.35
H12 1.37073 0.16725 -1.45801  0.29

Force components x, y, z for each atom (eV/Å):
0.0425 -0.2877 0.0252
0.9353 1.0169 0.2111
0.7661 -1.0784 0.9544
0.0594 0.9130 -1.6044
-0.2262 0.1889 -0.1794
-0.3669 -0.3451 -0.3306
0.4323 -0.1807 0.4612
-0.4151 0.3032 -0.4697
-0.5508 -0.3554 0.2788
0.2370 -0.0637 0.0773
-0.1104 -0.1588 -0.0045
-0.0684 -0.1471 -0.0594
-0.0671 0.1686 0.4732
-0.1201 0.4124 -0.1069
-0.0294 0.0857 0.0242
-0.4019 -0.3461 0.3178
-0.1164 -0.1257 -0.0682

As for the energy above the lowest of the compared OMol25 structures with the same formula, charge and spin: 10.4 kcal/mol. Its spin multiplicity is 1. As for the structure (SMILES): CSC.CC. The calculation puts the HOMO energy at -8.45 eV.